Below is C20H28N8O2S in the gas phase at a distorted geometry, with properties calculated with ωB97M-V/def2-TZVPD.

## Properties
SMILES string	CCN1CCN(c2nc3c(c(=O)n(C)c(=O)n3C)n2CCSc2nccc(C)n2)CC1
frontier orbital gap	0.3014	Eh

```
! wB97M-V def2-TZVPD RIJCOSX def2/J DEFGRID3
* xyz 0 1
C 5.88208 0.16300 -0.45369
C 4.59713 0.93751 -0.18260
N 3.71791 0.22507 0.72844
C 3.06289 -0.90696 0.09587
C 2.25096 -1.69656 1.12624
N 1.26696 -0.85015 1.77673
C 0.00283 -0.63980 1.32892
N -0.54273 0.57797 1.36204
C -1.83700 0.40313 1.04059
C -2.11734 -0.92998 0.81546
C -3.41189 -1.39405 0.45714
O -3.76521 -2.54722 0.27065
N -4.31405 -0.32431 0.33816
C -5.68027 -0.64429 -0.04035
C -4.05747 1.02215 0.51628
O -4.91872 1.85886 0.33634
N -2.78083 1.37177 0.90596
C -2.44325 2.75743 1.13720
N -0.91473 -1.60189 1.01233
C -0.80920 -3.01064 0.73466
C -0.84850 -3.29077 -0.77038
S 0.46072 -2.39136 -1.66959
C -0.30169 -0.82275 -1.87167
N -1.61788 -0.78514 -1.98989
C -2.15608 0.40843 -2.18291
C -1.39512 1.56198 -2.22861
C -0.01400 1.41181 -2.08685
C 0.91561 2.57836 -2.09689
N 0.52328 0.21068 -1.92441
C 1.92772 0.30479 2.36300
C 2.70706 1.08909 1.31085
H 6.32120 -0.15761 0.48696
H 5.69809 -0.71253 -1.06990
H 6.59180 0.80099 -0.97425
H 4.09104 1.16601 -1.13719
H 4.85733 1.88640 0.29449
H 3.81941 -1.56968 -0.32445
H 2.39191 -0.57838 -0.71660
H 1.78346 -2.53781 0.62344
H 2.92033 -2.06803 1.90808
H -5.73820 -1.72286 -0.16716
H -6.36752 -0.31412 0.73816
H -5.93826 -0.13598 -0.96919
H -2.19244 2.90822 2.18755
H -3.30958 3.35881 0.86836
H -1.58193 3.02806 0.52709
H 0.09049 -3.41278 1.20017
H -1.68688 -3.49631 1.17399
H -0.68508 -4.34894 -0.96246
H -1.80199 -2.97577 -1.19113
H -3.23167 0.42254 -2.30131
H -1.84624 2.52971 -2.37130
H 1.93621 2.23618 -2.24332
H 0.64226 3.27853 -2.88301
H 0.85524 3.09908 -1.14092
H 1.17513 0.93912 2.82751
H 2.62168 -0.07214 3.11922
H 3.19865 1.94189 1.78431
H 1.99633 1.46125 0.55384
*
```